This record from the Open Molecules 2025 dataset describes 2 unconnected molecules or ions with the total composition C9H14 in a non-equilibrium geometry. The level of theory is the ωB97M-V functional and the def2-TZVPD basis.

Structure (ORCA input):
```
! wB97M-V def2-TZVPD RIJCOSX def2/J DEFGRID3
* xyz 0 1
C -0.842 -2.401 0.803
C 0.224 -0.887 -0.951
C 0.328 -1.658 0.235
C 1.215 -0.065 -1.535
C 1.452 -1.326 0.959
C 2.369 0.343 -0.760
C 2.464 -0.395 0.508
H -0.727 -0.961 -1.429
H 0.822 0.353 -2.501
H -0.703 -2.380 2.015
H -1.161 -3.528 0.719
H 1.717 -1.890 1.901
H 3.008 0.990 -1.021
H 3.356 -0.220 1.106
H -1.889 -2.057 0.582
C -1.755 1.439 0.356
C -1.124 2.544 -0.503
H -1.419 1.601 1.395
H -2.735 1.589 0.367
H -1.541 0.344 -0.053
H -0.600 3.328 0.142
H -2.021 3.086 -1.035
H -0.439 2.151 -1.301
*
```

Values from the calculation:
HOMO energy: -8.916 eV
gap between HOMO and LUMO: 0.3650 Ha
relative energy (zero: lowest compared OMol25 entry of this formula, charge and spin): 274.6 kJ/mol

=====

This record from the Open Molecules 2025 dataset describes a molecular structure, C22H32AlFNO11 in a non-equilibrium geometry. The level of theory is the ωB97M-V functional and the def2-TZVPD basis.

Structure (ORCA input):
```
! wB97M-V def2-TZVPD RIJCOSX def2/J DEFGRID3
* xyz -1 1
C 5.122 -1.542 5.470
C 4.363 -2.661 4.595
C 3.043 -3.255 5.345
F 3.385 -4.672 5.623
Al 1.413 -3.262 4.106
C 0.775 -5.232 3.970
O 1.884 -2.753 2.329
N 1.373 -1.521 2.045
O 2.122 -0.731 2.579
C -0.206 -2.218 4.827
C -1.418 -2.068 3.827
C -2.726 -1.337 4.265
C -2.862 -0.732 5.680
C -1.661 -0.876 6.649
C -0.332 -1.612 6.247
H 5.950 -2.079 6.056
H 4.365 -1.008 6.143
H 5.639 -0.802 4.753
H 4.115 -2.203 3.577
H 5.091 -3.523 4.394
H 2.879 -2.778 6.371
H 1.606 -5.934 3.629
H -0.149 -5.230 3.292
H 0.403 -5.505 5.033
H -1.346 -2.535 2.783
H -3.562 -1.303 3.486
H -3.852 -0.224 5.957
H -1.812 -0.436 7.702
H 0.523 -1.695 6.991
C -0.167 -1.115 -0.640
C -0.835 -1.193 -1.996
C -1.500 0.086 -2.402
O -2.510 -0.370 -3.297
C -2.836 -1.633 -2.891
O -3.793 -2.241 -3.277
O -1.933 -2.104 -1.985
H -0.892 -0.878 0.143
H 0.275 -2.079 -0.376
H 0.620 -0.357 -0.634
H -0.119 -1.535 -2.751
H -0.817 0.773 -2.901
H -1.988 0.605 -1.569
C 1.645 2.640 -7.321
C 1.868 1.687 -6.168
C 0.621 0.971 -5.739
O 0.902 0.673 -4.375
C 1.747 1.651 -3.936
O 2.021 1.840 -2.788
O 2.230 2.385 -4.979
H 0.917 3.412 -7.058
H 2.573 3.158 -7.574
H 1.290 2.107 -8.206
H 2.675 0.985 -6.407
H 0.443 0.060 -6.311
H -0.275 1.600 -5.776
C -3.706 5.028 -1.502
C -3.309 4.485 -2.857
C -2.136 3.552 -2.803
O -1.590 3.679 -4.111
C -1.901 4.939 -4.534
O -1.423 5.465 -5.497
O -2.821 5.519 -3.710
H -2.883 5.586 -1.046
H -4.542 5.725 -1.599
H -4.000 4.221 -0.828
H -4.173 4.022 -3.346
H -2.430 2.523 -2.599
H -1.372 3.857 -2.080
*
```

Values from the calculation:
HOMO energy: -5.129 eV
gap between HOMO and LUMO: 0.2586 Ha

=====

This record from the Open Molecules 2025 dataset describes 2 unconnected molecules or ions with the total composition C11H15N in a non-equilibrium geometry. The level of theory is the ωB97M-V functional and the def2-TZVPD basis.

Structure (ORCA input):
```
! wB97M-V def2-TZVPD RIJCOSX def2/J DEFGRID3
* xyz 0 1
C -1.209 3.374 -0.451
C -0.805 -0.166 0.526
C -0.314 1.187 0.439
C -1.387 1.959 -0.171
C -2.459 1.087 -0.394
C -0.219 -1.116 1.338
C 0.852 -0.775 2.126
C 0.859 1.529 1.154
C 1.423 0.559 1.964
N -2.116 -0.206 -0.061
H -2.344 -1.027 -0.672
H -0.784 -2.156 1.362
H -3.452 1.399 -0.797
H 1.469 -1.384 2.885
H 1.405 2.445 0.901
H -0.824 3.529 -1.349
H -0.465 3.789 0.216
H 2.313 0.714 2.677
H -2.181 3.990 -0.522
C 2.484 -3.411 -1.786
C 1.816 -2.813 -3.038
H 3.605 -3.423 -2.071
H 2.578 -2.665 -0.975
H 2.187 -4.290 -1.184
H 1.587 -1.714 -3.107
H 2.619 -2.954 -3.832
H 0.846 -3.297 -3.343
*
```

Values from the calculation:
HOMO energy: -7.756 eV
gap between HOMO and LUMO: 0.3161 Ha
relative energy (zero: lowest compared OMol25 entry of this formula, charge and spin): 234.5 kJ/mol

=====

This record from the Open Molecules 2025 dataset describes C26H30N2O4 in the gas phase. The level of theory is the ωB97M-V functional and the def2-TZVPD basis.

Structure (ORCA input):
```
! wB97M-V def2-TZVPD RIJCOSX def2/J DEFGRID3
* xyz 0 1
C -8.532 -0.480 -0.208
C -7.712 0.780 0.049
C -6.438 0.516 0.850
C -5.414 -0.315 0.083
O -4.241 -0.375 0.873
C -3.190 -1.109 0.439
C -2.097 -1.180 1.311
C -0.972 -1.894 0.972
C -0.908 -2.560 -0.254
C -2.003 -2.513 -1.106
C -3.132 -1.785 -0.777
H -3.959 -1.759 -1.468
H -1.961 -3.051 -2.042
C 0.248 -3.414 -0.611
O 0.132 -4.515 -1.110
N 1.505 -2.945 -0.298
C 1.937 -1.657 -0.015
C 1.348 -0.538 -0.484
C 1.755 0.787 -0.131
C 1.185 1.890 -0.648
C 1.538 3.264 -0.362
C 2.551 3.625 0.533
C 2.851 4.952 0.763
C 2.153 5.955 0.109
C 1.145 5.616 -0.780
C 0.842 4.289 -1.011
H 0.055 4.032 -1.706
H 0.595 6.391 -1.293
H 2.392 6.992 0.291
H 3.637 5.210 1.459
H 3.105 2.861 1.056
H 0.378 1.760 -1.360
H 2.553 0.869 0.592
H 0.502 -0.630 -1.152
C 3.089 -1.626 0.955
O 2.942 -2.034 2.093
N 4.262 -1.131 0.502
C 4.586 -0.819 -0.871
H 3.709 -0.944 -1.505
C 5.718 -1.746 -1.339
H 6.057 -1.462 -2.336
O 6.841 -1.651 -0.496
C 6.512 -1.995 0.832
H 7.430 -1.889 1.411
C 5.415 -1.080 1.381
H 5.100 -1.400 2.374
H 5.784 -0.049 1.419
H 6.172 -3.041 0.876
H 5.352 -2.784 -1.362
H 4.926 0.222 -0.928
H 2.213 -3.671 -0.286
H -0.147 -1.954 1.665
H -2.165 -0.667 2.256
H -5.196 0.158 -0.885
H -5.794 -1.329 -0.096
H -5.968 1.466 1.111
H -6.683 0.000 1.779
H -8.325 1.491 0.607
H -7.452 1.246 -0.904
H -8.760 -0.983 0.729
H -7.997 -1.173 -0.851
H -9.470 -0.224 -0.696
*
```

Values from the calculation:
HOMO energy: -7.688 eV
gap between HOMO and LUMO: 0.2822 Ha
relative energy (zero: lowest compared OMol25 entry of this formula, charge and spin): 226.0 kJ/mol

=====

This record from the Open Molecules 2025 dataset describes a molecular structure, C3H2DyFO2 in a non-equilibrium geometry. The level of theory is the ωB97M-V functional and the def2-TZVPD basis.

Structure (ORCA input):
```
! wB97M-V def2-TZVPD RIJCOSX def2/J DEFGRID3
* xyz 1 7
C -1.138 0.519 0.085
O 0.299 -1.262 -0.189
C 1.170 -0.220 -0.089
C -0.997 -0.795 -0.070
O 2.195 -0.477 0.560
Dy 3.409 1.417 -0.485
H -0.669 1.199 0.804
H -1.767 -1.463 -0.458
F -2.503 1.083 -0.158
*
```

Values from the calculation:
HOMO energy (spin up / spin down): -12.264 / -12.239 eV
gap between HOMO and LUMO (spin up / spin down): 0.2697 / 0.2124 Ha
relative energy (zero: lowest compared OMol25 entry of this formula, charge and spin): 136.6 kJ/mol

=====

This record from the Open Molecules 2025 dataset describes a molecular structure, C22H21AsBrCl2NPdS in a non-equilibrium geometry. The level of theory is the ωB97M-V functional and the def2-TZVPD basis.

Structure (ORCA input):
```
! wB97M-V def2-TZVPD RIJCOSX def2/J DEFGRID3
* xyz 2 5
Pd -1.227 -0.132 -1.666
S -1.881 2.326 -1.795
C -1.452 3.175 -0.379
C -1.743 4.554 -0.352
C -1.402 5.316 0.754
C -0.780 4.722 1.840
C -0.493 3.350 1.838
C -0.818 2.586 0.740
As -0.435 0.708 0.704
C 0.317 0.222 2.391
C 1.686 0.004 2.524
C 2.195 -0.272 3.785
C 1.347 -0.343 4.882
C -0.019 -0.138 4.737
C -0.545 0.138 3.485
C 0.980 0.510 -0.600
C 1.588 1.617 -1.222
C 2.659 1.421 -2.065
C 3.127 0.128 -2.322
C 2.534 -0.968 -1.721
C 1.463 -0.785 -0.854
H -2.234 5.007 -1.203
H -1.630 6.373 0.768
H -0.518 5.316 2.705
H -0.017 2.902 2.701
H 2.355 0.068 1.676
H 3.258 -0.427 3.909
H 1.755 -0.563 5.860
H -0.674 -0.198 5.595
H -1.612 0.287 3.369
H 1.240 2.621 -1.015
H 3.146 2.272 -2.523
H 3.967 -0.011 -2.989
H 2.910 -1.965 -1.909
H 1.035 -1.637 -0.342
C -0.762 -5.762 -0.788
C -1.923 -4.813 -0.478
C -1.575 -3.415 -0.735
N -1.296 -2.321 -0.935
H -1.073 -6.782 -0.574
H 0.107 -5.534 -0.173
H -0.478 -5.705 -1.837
H -2.231 -4.883 0.566
H -2.799 -5.041 -1.088
Br -3.646 -0.091 -0.942
Cl -0.076 0.431 -3.975
C -0.857 -0.807 -5.030
Cl -2.053 -1.701 -4.104
H -0.080 -1.480 -5.371
H -1.340 -0.280 -5.843
*
```

Values from the calculation:
HOMO energy (spin up / spin down): -14.398 / -15.128 eV
gap between HOMO and LUMO (spin up / spin down): 0.3313 / 0.2168 Ha
relative energy (zero: lowest compared OMol25 entry of this formula, charge and spin): 39.4 kJ/mol

=====

This record from the Open Molecules 2025 dataset describes 2 unconnected molecules or ions with the total composition C8H16O4 in a non-equilibrium geometry. The level of theory is the ωB97M-V functional and the def2-TZVPD basis.

Structure (ORCA input):
```
! wB97M-V def2-TZVPD RIJCOSX def2/J DEFGRID3
* xyz 0 1
O -3.068 -0.296 -0.910
O -1.566 0.605 -3.258
C -2.552 -1.231 -1.929
C -2.341 -0.562 -3.288
C -2.116 0.710 -0.772
C -1.994 1.402 -2.175
H -1.738 -1.932 -1.663
H -3.447 -1.832 -2.175
H -3.254 -0.345 -3.875
H -1.791 -1.369 -3.807
H -1.179 0.305 -0.344
H -2.547 1.413 -0.034
H -1.315 2.272 -2.085
H -2.981 1.777 -2.508
O 0.951 -0.576 1.993
O 3.607 0.347 2.192
C 1.533 -0.286 3.231
C 3.033 -0.560 3.100
C 1.429 0.322 1.010
C 3.004 0.313 0.857
H 1.399 0.699 3.719
H 1.134 -1.058 3.918
H 3.368 -1.573 2.807
H 3.541 -0.298 4.048
H 1.108 1.375 1.134
H 0.945 -0.071 0.095
H 3.464 1.109 0.240
H 3.371 -0.660 0.478
*
```

Values from the calculation:
HOMO energy: -9.326 eV
gap between HOMO and LUMO: 0.3735 Ha
relative energy (zero: lowest compared OMol25 entry of this formula, charge and spin): 348.6 kJ/mol

=====

This record from the Open Molecules 2025 dataset describes a molecular structure, C2H6Li3O11S2 in a non-equilibrium geometry. The level of theory is the ωB97M-V functional and the def2-TZVPD basis.

Structure (ORCA input):
```
! wB97M-V def2-TZVPD RIJCOSX def2/J DEFGRID3
* xyz -3 1
Li -6.920 -3.725 6.095
Li -4.564 -10.059 8.678
Li -3.498 -6.162 6.878
S -5.074 -6.557 2.831
O -3.655 -6.748 2.401
O -5.076 -5.744 4.089
O -5.957 -5.950 1.848
O -5.575 -7.860 3.139
S -7.676 -7.026 8.679
O -8.385 -7.630 7.537
O -8.164 -7.607 9.910
O -6.271 -7.241 8.486
O -7.853 -5.560 8.599
O -1.344 -8.949 6.831
C -0.349 -9.212 7.818
C -0.457 -10.371 8.899
O -1.402 -10.243 9.920
H -0.131 -8.264 8.309
H 0.575 -9.310 7.248
H 0.513 -10.588 9.346
H -0.624 -11.328 8.404
O -2.029 -3.724 7.857
H -1.804 -2.944 7.350
H -1.708 -3.538 8.739
*
```

Values from the calculation:
HOMO energy: 1.920 eV
gap between HOMO and LUMO: 0.0813 Ha
relative energy (zero: lowest compared OMol25 entry of this formula, charge and spin): 847.6 kJ/mol